[1]
The following is a quantum chemistry calculation of a structure of composition C44H124N11O14Sr2, from OMol25.

Computed properties:
- frontier orbital gap (eV) = 7.94
- LUMO energy (eV) = -2.75

```
! RIJCOSX wB97M-V def2-TZVPD def2/J DEFGRID3
* xyz 1 1
Sr 2.98 -2.62 0.65
Sr 0.27 -0.05 0.30
O 2.62 -0.49 -0.55
H 3.09 -0.39 -1.39
O 1.16 -1.74 1.90
H 0.64 -1.83 2.72
O -0.59 -1.38 -1.48
H -0.85 -1.91 -2.26
C -4.74 4.20 -2.25
C -5.44 2.87 -2.18
C -5.95 2.38 -3.55
O -6.84 3.33 -4.13
C -7.69 3.05 -5.20
N -4.55 1.87 -1.69
H -4.66 4.69 -1.28
H -5.42 4.86 -2.79
H -3.75 4.24 -2.71
H -6.30 3.00 -1.52
H -6.40 1.39 -3.55
H -5.14 2.16 -4.24
H -8.30 3.95 -5.29
H -8.38 2.30 -4.83
H -7.20 2.74 -6.12
H -4.97 0.96 -1.80
H -3.70 1.69 -2.20
C -1.06 4.37 -1.08
C -0.24 3.22 -0.43
C 0.43 3.48 0.96
O 1.04 2.27 1.37
C 1.76 2.39 2.61
N -1.08 1.97 -0.45
H -0.45 5.23 -1.36
H -1.77 4.71 -0.32
H -1.56 4.14 -2.02
H 0.60 3.06 -1.09
H -0.36 3.73 1.66
H 1.03 4.38 0.91
H 2.39 3.27 2.64
H 2.40 1.52 2.72
H 1.10 2.42 3.48
H -1.24 1.80 -1.43
H -1.99 2.23 -0.09
C 1.48 1.36 -5.08
C 2.21 0.82 -3.83
C 3.45 1.65 -3.34
O 4.50 1.81 -4.35
C 5.70 2.40 -3.87
N 1.26 0.62 -2.79
H 1.05 2.35 -4.88
H 0.61 0.77 -5.37
H 2.13 1.46 -5.95
H 2.56 -0.19 -4.06
H 3.88 1.10 -2.50
H 3.10 2.66 -3.14
H 5.54 3.42 -3.54
H 6.46 2.46 -4.65
H 6.10 1.80 -3.05
H 1.84 0.31 -2.02
H 0.70 -0.16 -3.12
C -3.61 3.68 2.05
C -4.75 2.62 2.02
C -6.17 3.12 1.60
O -6.64 4.25 2.34
C -6.75 4.10 3.74
N -4.33 1.45 1.26
H -3.34 4.09 1.09
H -2.71 3.36 2.58
H -4.00 4.55 2.57
H -4.84 2.36 3.07
H -6.89 2.30 1.70
H -6.17 3.44 0.56
H -7.18 3.12 3.93
H -7.49 4.77 4.20
H -5.76 4.15 4.20
H -4.97 0.68 1.33
H -4.34 1.79 0.30
C 1.10 -4.82 -3.23
C 2.00 -4.31 -2.05
C 3.10 -3.32 -2.49
O 4.17 -3.22 -1.52
C 5.39 -2.63 -1.96
N 1.15 -3.66 -0.98
H 0.54 -4.05 -3.76
H 0.33 -5.46 -2.79
H 1.59 -5.45 -3.97
H 2.50 -5.20 -1.66
H 2.83 -2.30 -2.77
H 3.45 -3.78 -3.42
H 5.92 -2.33 -1.05
H 5.16 -1.77 -2.59
H 5.91 -3.37 -2.57
H 0.37 -4.22 -0.67
H 0.75 -2.80 -1.33
C 6.22 0.53 -0.23
C 5.48 1.43 0.83
C 4.97 2.75 0.27
O 5.97 3.54 -0.46
C 6.73 4.42 0.27
N 4.41 0.56 1.28
H 7.14 1.03 -0.53
H 5.64 0.23 -1.10
H 6.47 -0.40 0.27
H 6.13 1.63 1.69
H 4.36 3.25 1.03
H 4.19 2.56 -0.46
H 7.58 4.71 -0.36
H 7.17 3.92 1.13
H 6.22 5.34 0.57
H 4.87 -0.31 1.49
H 3.79 0.40 0.50
C 5.15 1.08 5.34
C 5.74 -0.12 4.55
C 6.52 -1.14 5.50
O 7.52 -0.48 6.17
C 8.26 -1.17 7.14
N 4.61 -0.75 3.89
H 4.57 0.70 6.19
H 4.60 1.66 4.61
H 5.99 1.68 5.70
H 6.35 0.24 3.72
H 6.92 -2.00 4.96
H 5.78 -1.60 6.15
H 8.79 -0.52 7.84
H 8.86 -1.99 6.74
H 7.55 -1.78 7.70
H 4.16 -0.17 3.20
H 4.94 -1.45 3.24
C 2.80 -2.79 6.64
C 1.79 -2.60 5.48
C 1.10 -1.23 5.59
O 0.29 -1.15 6.78
C -0.11 0.17 7.10
N 2.53 -2.76 4.25
H 3.71 -2.19 6.66
H 3.24 -3.78 6.75
H 2.24 -2.55 7.54
H 1.01 -3.35 5.57
H 0.48 -0.91 4.76
H 1.78 -0.38 5.52
H 0.65 0.93 7.28
H -0.66 0.03 8.04
H -0.79 0.63 6.39
H 3.31 -2.12 4.28
H 1.91 -2.37 3.55
C -1.79 0.08 3.54
C -2.06 -1.10 2.59
C -3.37 -1.91 2.80
O -3.52 -3.00 1.88
C -4.62 -3.91 2.07
N -2.00 -0.59 1.26
H -0.89 0.68 3.45
H -1.83 -0.31 4.56
H -2.68 0.71 3.61
H -1.23 -1.80 2.70
H -4.29 -1.34 2.66
H -3.53 -2.33 3.79
H -5.57 -3.38 2.07
H -4.51 -4.48 3.00
H -4.67 -4.58 1.22
H -2.26 -1.39 0.71
H -2.70 0.14 1.15
C -2.04 -4.32 -2.85
C -3.37 -3.75 -2.37
C -4.36 -4.90 -2.03
O -4.65 -5.83 -3.08
C -5.39 -5.25 -4.16
N -3.01 -2.96 -1.21
H -2.02 -4.76 -3.85
H -1.84 -5.10 -2.11
H -1.25 -3.57 -2.87
H -3.72 -3.14 -3.20
H -5.30 -4.45 -1.69
H -3.95 -5.33 -1.12
H -5.57 -6.04 -4.89
H -4.88 -4.42 -4.66
H -6.39 -5.01 -3.82
H -2.44 -3.57 -0.64
H -2.27 -2.35 -1.52
C -2.26 1.62 -5.08
C -2.49 0.36 -4.25
C -1.91 -0.90 -4.92
O -2.61 -1.37 -6.03
C -2.14 -2.65 -6.42
N -1.79 0.62 -3.05
H -2.72 1.51 -6.06
H -1.22 1.68 -5.37
H -2.63 2.51 -4.58
H -3.54 0.10 -4.14
H -1.83 -1.73 -4.22
H -0.90 -0.75 -5.29
H -2.39 -2.85 -7.46
H -2.70 -3.37 -5.83
H -1.07 -2.80 -6.25
H -1.66 -0.23 -2.52
H -0.88 0.94 -3.34
*
```

[2]
The following is a quantum chemistry calculation of a cluster of 14 separate species, C53H131Cl8O35P5 in total, from OMol25.

Computed properties:
- frontier orbital gap (eV) = 9.31
- LUMO energy (eV) = 0.36

```
! RIJCOSX wB97M-V def2-TZVPD def2/J DEFGRID3
* xyz 0 1
Cl -2.37 7.18 22.01
C -2.91 7.18 20.34
C -2.56 8.56 19.71
Cl -3.63 9.81 20.49
H -3.98 7.02 20.40
H -2.46 6.36 19.78
H -2.75 8.52 18.64
H -1.51 8.81 19.85
Cl 1.45 9.47 21.44
C 0.37 9.16 22.87
C 0.68 7.87 23.56
Cl 2.32 7.86 24.29
H -0.66 9.06 22.51
H 0.40 10.00 23.56
H 0.65 7.00 22.90
H -0.08 7.77 24.34
Cl -2.69 8.78 28.46
C -4.16 9.75 28.24
C -5.04 9.80 29.44
Cl -6.44 10.85 28.96
H -4.62 9.23 27.40
H -3.85 10.73 27.88
H -4.48 10.25 30.25
H -5.36 8.78 29.66
Cl -2.86 5.57 34.60
C -3.48 7.15 34.15
C -3.03 7.59 32.78
Cl -3.58 6.55 31.41
H -3.18 7.84 34.93
H -4.57 7.12 34.14
H -1.94 7.64 32.81
H -3.37 8.61 32.63
C -9.41 7.02 26.81
O -9.47 7.76 27.97
P -10.33 7.13 29.20
O -9.95 5.73 29.59
O -10.20 8.21 30.35
C -10.42 9.62 30.26
O -11.89 7.30 28.77
C -12.89 6.95 29.71
H -9.13 7.82 26.13
H -10.36 6.62 26.45
H -8.69 6.21 26.94
H -11.35 9.89 30.77
H -10.48 10.04 29.26
H -9.62 10.19 30.73
H -13.76 6.50 29.23
H -13.20 7.80 30.31
H -12.54 6.14 30.35
C -0.39 1.70 26.30
O -0.55 3.16 26.33
P 0.21 4.02 27.44
O 1.70 3.89 27.50
O -0.67 3.82 28.82
C -2.07 4.18 28.85
O -0.19 5.58 27.01
C 0.40 6.57 27.81
H -1.23 1.18 26.75
H 0.52 1.43 26.84
H -0.22 1.39 25.27
H -2.61 3.39 29.37
H -2.47 4.44 27.87
H -2.24 5.04 29.49
H -0.32 7.31 28.13
H 1.06 7.19 27.21
H 0.94 6.30 28.73
C -4.08 3.72 25.45
O -4.46 4.62 26.51
P -5.44 5.94 26.22
O -6.73 5.61 25.53
O -4.50 6.92 25.35
C -3.16 7.06 25.54
O -5.59 6.61 27.66
C -6.17 5.80 28.71
H -2.99 3.65 25.34
H -4.46 3.98 24.46
H -4.42 2.72 25.70
H -2.73 6.39 26.28
H -3.02 8.07 25.94
H -2.65 7.02 24.58
H -7.11 6.16 29.12
H -5.48 5.76 29.55
H -6.31 4.76 28.40
C -5.62 5.98 22.34
O -5.95 4.98 21.46
P -4.90 3.79 21.15
O -3.54 4.30 20.69
O -5.66 2.94 19.97
C -6.27 3.62 18.85
O -4.91 2.79 22.45
C -5.95 1.85 22.70
H -6.47 6.12 23.00
H -5.57 6.87 21.71
H -4.70 5.80 22.90
H -7.34 3.67 19.06
H -6.17 2.93 18.01
H -5.74 4.53 18.60
H -6.72 2.28 23.35
H -5.49 1.04 23.26
H -6.49 1.53 21.81
C -9.38 6.47 23.45
O -10.73 6.95 23.68
P -11.87 6.89 22.51
O -13.03 7.75 22.78
O -10.97 7.29 21.20
C -11.59 7.83 20.06
O -12.17 5.33 22.34
C -12.93 4.72 23.34
H -9.22 6.05 22.45
H -9.19 5.74 24.24
H -8.64 7.23 23.70
H -12.66 8.00 20.07
H -11.44 7.19 19.19
H -11.13 8.77 19.76
H -12.48 3.79 23.69
H -13.97 4.59 23.04
H -13.11 5.35 24.22
C -0.74 9.85 34.74
O -1.84 10.43 34.03
C -2.57 11.29 34.87
C -3.85 11.63 34.14
O -4.75 10.51 33.85
C -6.02 10.84 33.29
C -6.94 9.59 33.22
O -6.40 8.78 32.21
C -7.10 7.57 32.16
H 0.07 10.50 35.06
H -0.12 9.10 34.24
H -1.01 9.33 35.66
H -1.97 12.15 35.15
H -2.84 10.71 35.76
H -3.53 12.01 33.17
H -4.41 12.36 34.71
H -5.92 11.33 32.32
H -6.51 11.61 33.89
H -7.97 9.87 32.99
H -7.01 9.14 34.21
H -8.19 7.61 32.10
H -6.85 6.92 32.99
H -6.72 7.16 31.22
C -6.52 0.22 28.00
O -7.32 1.41 27.84
C -7.46 1.83 26.46
C -8.41 3.02 26.33
O -9.66 2.59 26.71
C -10.57 3.62 27.02
C -11.97 3.06 27.37
O -12.42 2.18 26.32
C -13.61 1.45 26.60
H -6.79 -0.55 27.28
H -6.58 -0.19 29.01
H -5.47 0.37 27.73
H -7.89 0.97 25.95
H -6.48 1.99 26.03
H -8.48 3.35 25.29
H -7.99 3.80 26.96
H -10.72 4.44 26.31
H -10.24 4.09 27.95
H -12.74 3.82 27.52
H -11.93 2.47 28.29
H -14.09 1.04 25.72
H -14.28 2.11 27.15
H -13.36 0.59 27.22
C 4.66 0.44 20.07
O 3.54 1.24 20.49
C 3.63 2.58 19.96
C 4.04 3.54 21.10
O 3.00 3.48 22.13
C 3.10 4.43 23.14
C 1.83 4.35 24.02
O 0.81 4.36 23.05
C -0.49 4.37 23.56
H 4.60 -0.50 20.63
H 5.62 0.92 20.25
H 4.65 0.29 18.99
H 2.62 2.85 19.65
H 4.36 2.67 19.15
H 4.09 4.56 20.72
H 4.96 3.26 21.61
H 3.15 5.42 22.68
H 4.03 4.39 23.70
H 1.80 5.17 24.74
H 1.72 3.39 24.53
H -1.21 4.69 22.80
H -0.55 5.06 24.40
H -0.86 3.39 23.87
C -6.57 0.24 37.18
O -7.85 0.50 36.66
C -7.89 0.75 35.23
C -7.30 2.13 34.73
O -5.90 2.10 34.99
C -5.19 3.14 34.44
C -4.97 2.99 32.88
O -6.04 3.31 32.08
C -5.93 2.95 30.71
H -6.13 -0.54 36.56
H -6.57 -0.27 38.15
H -5.86 1.07 37.12
H -8.98 0.75 35.15
H -7.59 0.01 34.49
H -7.55 2.93 35.42
H -7.53 2.40 33.70
H -4.31 3.05 35.07
H -5.63 4.11 34.66
H -4.64 1.97 32.71
H -4.13 3.66 32.68
H -6.88 3.14 30.22
H -5.78 1.88 30.56
H -5.08 3.43 30.23
C 4.07 11.78 23.38
O 3.09 12.34 24.28
C 3.14 11.73 25.56
C 1.93 12.15 26.41
O 0.70 11.64 25.86
C -0.39 11.59 26.79
C -1.65 11.41 25.95
O -1.77 10.22 25.05
C -2.94 10.28 24.26
H 4.09 12.35 22.45
H 3.74 10.78 23.10
H 5.04 11.67 23.86
H 4.08 11.94 26.08
H 3.10 10.67 25.32
H 1.85 13.24 26.41
H 2.04 11.77 27.43
H -0.50 12.60 27.18
H -0.27 10.84 27.57
H -1.76 12.33 25.37
H -2.44 11.46 26.70
H -3.04 11.09 23.54
H -3.84 10.15 24.86
H -2.91 9.42 23.59
*
```

[3]
The following is a quantum chemistry calculation of a structure of composition C4H6O6S3, from OMol25.

Computed properties:
- frontier orbital gap (eV) = 6.47
- ΔE to the lowest compared entry with this formula, charge and spin (eV) = 0.542
- LUMO energy (eV) = 5.50

```
! RIJCOSX wB97M-V def2-TZVPD def2/J DEFGRID3
* xyz -2 1
C 1.63 -0.21 0.90
C 0.32 0.61 0.91
C 1.63 -0.99 -0.41
C -0.43 0.50 -0.39
O -0.77 -2.18 -1.35
O -1.62 1.99 -2.08
O -1.18 -2.24 1.04
O -2.90 -1.48 -0.57
O -2.50 1.80 0.14
O -0.42 3.08 -0.31
S 0.85 0.10 -1.55
S -1.48 -1.60 -0.23
S -1.32 1.93 -0.68
H 2.38 0.52 0.90
H 1.69 -0.76 1.92
H -0.31 0.22 1.73
H 0.54 1.64 1.07
H 2.70 -0.99 -0.71
H 1.17 -1.94 -0.34
*
```

[4]
The following is a quantum chemistry calculation of a structure of composition C13H29Cl2N2OP2V, from OMol25.

Computed properties:
- frontier orbital gap (alpha / beta) (eV) = 5.73 / 5.88
- ΔE to the lowest compared entry with this formula, charge and spin (eV) = 0.000
- LUMO energy (alpha / beta) (eV) = -8.82 / -8.82

```
! RIJCOSX wB97M-V def2-TZVPD def2/J DEFGRID3
* xyz 2 3
C 3.20 3.28 -1.03
C 1.88 3.28 -0.53
H 3.41 4.27 -1.48
H 3.31 2.48 -1.80
H 3.92 3.02 -0.23
O 0.83 3.32 -0.02
Cl 3.12 -1.51 -0.52
V 0.95 -1.28 -0.17
P 0.36 -0.16 -2.21
C -0.94 1.11 -2.34
C 1.49 0.49 -3.46
H 0.93 0.82 -4.34
H -0.54 -1.37 -4.11
H 2.19 -0.31 -3.74
H 0.08 -2.49 -2.82
H -0.66 1.99 -1.74
H 2.05 1.33 -3.03
C -0.46 -1.56 -3.03
H -1.03 1.42 -3.39
H -1.48 -1.65 -2.61
H -1.89 0.69 -1.99
P 1.36 0.02 1.83
C 0.23 1.27 2.50
C 1.09 -1.36 2.96
H 3.67 -0.05 2.44
H 2.79 1.25 3.33
H 3.24 1.50 1.59
C 2.93 0.76 2.36
H 1.47 -2.30 2.53
H 1.59 -1.15 3.92
H 0.60 1.57 3.49
H -0.78 0.84 2.60
H 0.01 -1.47 3.14
H 0.21 2.16 1.85
Cl 0.86 -3.53 -0.34
C -3.65 1.17 0.95
C -2.96 -0.12 0.80
C -3.31 -1.47 0.88
C -2.15 -2.23 0.58
N -1.12 -1.36 0.35
N -1.65 -0.11 0.49
C -2.08 -3.69 0.49
H -4.51 1.25 0.26
H -4.07 1.29 1.97
H -3.01 2.03 0.77
H -4.29 -1.86 1.12
H -1.09 0.73 0.34
H -2.40 -4.17 1.43
H -2.66 -4.08 -0.36
H -1.04 -4.04 0.32
*
```